{"formula": "C55H135Br3N2O34P8", "method": "ωB97M-V with the def2-TZVPD basis set", "species": ["C", "O", "N", "C", "C", "H", "H", "H", "H", "H", "H", "H", "C", "O", "N", "C", "C", "H", "H", "H", "H", "H", "H", "H", "C", "Br", "Br", "Br", "H", "C", "C", "O", "P", "O", "O", "C", "C", "O", "C", "C", "H", "H", "H", "H", "H", "H", "H", "H", "H", "H", "H", "H", "H", "H", "H", "C", "C", "O", "P", "O", "O", "C", "C", "O", "C", "C", "H", "H", "H", "H", "H", "H", "H", "H", "H", "H", "H", "H", "H", "H", "H", "C", "C", "O", "P", "O", "O", "C", "C", "O", "C", "C", "H", "H", "H", "H", "H", "H", "H", "H", "H", "H", "H", "H", "H", "H", "H", "C", "C", "O", "P", "O", "O", "C", "C", "O", "C", "C", "H", "H", "H", "H", "H", "H", "H", "H", "H", "H", "H", "H", "H", "H", "H", "C", "C", "O", "P", "O", "O", "C", "C", "O", "C", "C", "H", "H", "H", "H", "H", "H", "H", "H", "H", "H", "H", "H", "H", "H", "H", "C", "C", "O", "P", "O", "O", "C", "C", "O", "C", "C", "H", "H", "H", "H", "H", "H", "H", "H", "H", "H", "H", "H", "H", "H", "H", "C", "C", "O", "P", "O", "O", "C", "C", "O", "C", "C", "H", "H", "H", "H", "H", "H", "H", "H", "H", "H", "H", "H", "H", "H", "H", "C", "C", "O", "P", "O", "O", "C", "C", "O", "C", "C", "H", "H", "H", "H", "H", "H", "H", "H", "H", "H", "H", "H", "H", "H", "H"], "xyz": [[-2.824, -4.339, -2.856], [-3.768, -3.986, -2.192], [-1.576, -3.984, -2.570], [-0.509, -4.419, -3.451], [-1.256, -3.022, -1.538], [-2.983, -4.963, -3.749], [-0.639, -5.421, -3.860], [0.410, -4.540, -2.877], [-0.242, -3.758, -4.275], [-0.554, -2.219, -1.762], [-2.141, -2.451, -1.255], [-0.867, -3.537, -0.659], [-0.600, 0.974, 0.836], [-0.193, 0.660, 1.930], [0.037, 0.840, -0.350], [-0.637, 1.173, -1.610], [1.412, 0.319, -0.498], [-1.638, 1.327, 0.735], [0.104, 1.621, -2.273], [-1.640, 1.597, -1.572], [-0.815, 0.186, -2.036], [2.100, 1.101, -0.819], [1.825, -0.008, 0.456], [1.438, -0.563, -1.139], [-3.964, 0.512, -5.410], [-5.925, 0.034, -5.540], [-3.434, 0.923, -3.564], [-3.560, 1.834, -6.804], [-3.341, -0.355, -5.627], [-1.869, -3.009, -6.967], [-0.469, -3.165, -7.417], [0.112, -1.917, -7.498], [0.451, -1.068, -6.164], [-0.684, -0.659, -5.330], [1.554, -1.988, -5.315], [2.002, -1.632, -4.033], [2.854, -0.368, -4.028], [1.311, 0.196, -6.727], [0.669, 1.266, -7.388], [1.694, 1.806, -8.370], [-2.307, -2.125, -7.428], [-2.389, -3.944, -7.175], [-1.930, -2.870, -5.887], [0.091, -3.825, -6.754], [-0.462, -3.696, -8.369], [1.142, -1.547, -3.368], [2.580, -2.428, -3.565], [3.725, -0.512, -4.668], [2.287, 0.467, -4.438], [3.176, -0.094, -3.023], [-0.251, 0.962, -7.888], [0.431, 2.081, -6.704], [1.663, 1.110, -9.208], [1.421, 2.835, -8.603], [2.668, 1.780, -7.880], [5.338, 2.345, -2.249], [6.397, 2.053, -1.100], [5.874, 1.020, -0.240], [6.787, -0.124, 0.404], [6.011, -1.304, 0.937], [7.716, 0.711, 1.458], [8.675, 0.019, 2.228], [9.630, 0.895, 3.039], [7.877, -0.562, -0.785], [7.492, -1.589, -1.713], [6.335, -1.107, -2.641], [5.710, 3.190, -2.828], [5.178, 1.447, -2.846], [4.385, 2.616, -1.795], [7.351, 1.674, -1.466], [6.536, 2.961, -0.512], [8.183, -0.696, 2.887], [9.311, -0.498, 1.509], [10.234, 1.486, 2.351], [9.269, 1.653, 3.735], [10.282, 0.350, 3.721], [8.328, -1.739, -2.396], [7.226, -2.535, -1.242], [6.043, -1.830, -3.402], [5.419, -0.779, -2.151], [6.668, -0.158, -3.062], [-6.912, 2.388, -2.869], [-6.830, 2.631, -1.359], [-6.432, 1.339, -0.890], [-5.168, 1.007, 0.120], [-3.875, 1.411, -0.460], [-5.249, -0.569, 0.515], [-5.245, -1.535, -0.527], [-6.673, -1.826, -0.948], [-5.511, 1.699, 1.546], [-6.734, 1.602, 2.193], [-6.751, 0.192, 2.910], [-5.940, 2.129, -3.289], [-7.556, 1.536, -3.089], [-7.445, 3.235, -3.300], [-6.059, 3.383, -1.195], [-7.790, 2.886, -0.908], [-4.576, -1.012, -1.211], [-4.750, -2.487, -0.330], [-7.237, -0.908, -1.112], [-6.784, -2.548, -1.757], [-7.069, -2.246, -0.023], [-6.846, 2.402, 2.925], [-7.604, 1.659, 1.540], [-7.611, 0.168, 3.579], [-6.885, -0.653, 2.234], [-5.943, -0.047, 3.602], [-3.895, 3.812, 4.176], [-3.023, 3.162, 3.171], [-2.878, 3.800, 1.897], [-1.692, 4.912, 1.551], [-1.322, 5.855, 2.612], [-0.455, 3.967, 0.913], [0.856, 4.447, 0.887], [0.969, 5.394, -0.324], [-2.287, 5.575, 0.205], [-2.873, 4.839, -0.827], [-3.113, 5.777, -2.038], [-4.917, 3.951, 3.825], [-4.146, 3.120, 4.980], [-3.519, 4.705, 4.674], [-2.037, 2.877, 3.537], [-3.481, 2.184, 3.028], [1.023, 4.927, 1.851], [1.540, 3.599, 0.862], [0.249, 6.210, -0.377], [1.961, 5.838, -0.405], [0.956, 4.817, -1.249], [-2.318, 3.974, -1.192], [-3.804, 4.414, -0.452], [-3.790, 6.618, -1.889], [-2.135, 6.067, -2.420], [-3.487, 5.330, -2.959], [-0.318, -2.407, 2.247], [1.085, -2.878, 2.009], [1.842, -3.046, 3.189], [1.964, -4.495, 3.930], [2.648, -4.532, 5.237], [0.517, -5.153, 3.909], [-0.277, -5.309, 5.024], [0.001, -6.644, 5.731], [2.683, -5.367, 2.775], [2.567, -6.774, 2.878], [3.683, -7.362, 3.753], [-0.258, -1.486, 2.826], [-0.872, -2.042, 1.382], [-0.943, -3.146, 2.748], [0.986, -3.825, 1.478], [1.552, -2.170, 1.325], [-0.178, -4.511, 5.760], [-1.343, -5.310, 4.794], [1.049, -6.672, 6.030], [-0.715, -6.724, 6.548], [-0.171, -7.488, 5.064], [1.592, -7.073, 3.263], [2.602, -7.282, 1.914], [3.819, -7.004, 4.774], [3.636, -8.449, 3.810], [4.576, -7.113, 3.180], [-1.139, 3.557, -4.222], [-1.481, 4.709, -5.205], [-0.370, 4.830, -6.081], [-0.542, 5.629, -7.545], [-1.149, 7.002, -7.488], [-1.324, 4.573, -8.497], [-1.584, 4.850, -9.826], [-0.463, 4.235, -10.781], [1.004, 5.611, -8.141], [1.762, 6.849, -8.201], [1.277, 7.801, -9.288], [-0.181, 3.724, -3.730], [-1.910, 3.560, -3.451], [-1.180, 2.553, -4.646], [-2.319, 4.452, -5.853], [-1.620, 5.555, -4.531], [-2.585, 4.572, -10.155], [-1.578, 5.921, -10.030], [-0.690, 3.198, -11.029], [-0.520, 4.689, -11.770], [0.599, 4.423, -10.623], [1.676, 7.333, -7.228], [2.805, 6.616, -8.415], [1.455, 7.485, -10.316], [0.208, 8.001, -9.213], [1.711, 8.790, -9.147], [5.822, -3.333, 5.175], [4.870, -2.173, 5.510], [5.668, -1.056, 5.874], [5.063, 0.279, 6.559], [6.054, 1.333, 6.869], [4.090, -0.241, 7.740], [4.560, -0.376, 9.037], [5.330, -1.692, 9.308], [4.059, 0.717, 5.369], [4.454, 0.957, 4.030], [3.300, 0.917, 3.107], [6.473, -3.541, 6.024], [5.213, -4.158, 4.806], [6.538, -3.113, 4.383], [4.196, -1.868, 4.709], [4.201, -2.490, 6.310], [5.112, 0.487, 9.408], [3.633, -0.359, 9.611], [4.655, -2.504, 9.036], [6.099, -1.691, 8.535], [5.807, -1.810, 10.281], [4.854, 1.971, 4.057], [5.291, 0.353, 3.679], [2.693, 1.771, 3.406], [3.677, 1.010, 2.088], [2.615, 0.069, 3.102], [-7.433, -3.679, 8.621], [-6.586, -4.224, 7.482], [-6.146, -3.154, 6.743], [-4.607, -3.378, 6.138], [-4.304, -4.738, 5.614], [-4.486, -2.158, 5.033], [-3.716, -2.335, 3.819], [-2.981, -0.964, 3.621], [-3.694, -2.706, 7.303], [-2.291, -2.415, 6.994], [-1.456, -3.062, 8.116], [-8.215, -3.071, 8.166], [-7.785, -4.526, 9.210], [-6.878, -3.092, 9.352], [-5.761, -4.823, 7.869], [-7.130, -4.975, 6.908], [-2.930, -3.085, 3.908], [-4.284, -2.462, 2.898], [-2.177, -0.865, 4.350], [-2.539, -0.963, 2.625], [-3.582, -0.057, 3.698], [-2.017, -2.794, 6.009], [-2.242, -1.326, 6.972], [-0.426, -2.816, 7.859], [-1.573, -2.590, 9.092], [-1.530, -4.148, 8.171]], "forces_ev_per_a": [[-0.898, 0.222, 0.158], [-1.140, 0.197, 0.453], [1.836, 0.232, -1.306], [1.082, -0.452, 0.231], [-0.488, 0.323, 0.901], [0.477, -0.130, -0.013], [-0.621, 0.050, -0.008], [0.050, 0.187, 0.258], [-0.369, 0.371, -0.002], [0.357, -0.413, -0.865], [-0.270, -0.450, 0.073], [-0.053, 0.000, 0.151], [-0.855, -0.116, -0.357], [0.887, -0.138, 0.596], [0.490, 0.470, 0.033], [0.716, -1.942, -0.016], [-0.569, 0.236, 0.988], [0.088, 0.250, -0.374], [-0.428, 0.638, -0.032], [0.500, 0.627, 0.627], [-0.172, -0.131, -0.679], [-0.092, 0.010, -0.496], [-0.429, 0.087, 0.237], [-0.067, 0.170, -0.372], [-0.389, -0.251, 0.101], [1.533, 0.209, 0.160], [-0.638, 0.055, -0.961], [-0.010, -0.359, 0.850], [-0.453, 0.080, -0.211], [-0.993, -0.586, 0.856], [-0.499, -1.877, 0.286], [2.215, 2.281, 0.836], [1.759, 0.363, 0.425], [-0.207, -0.189, -0.108], [-1.260, 0.538, -2.688], [0.106, 0.844, 1.537], [-0.352, 0.053, -0.334], [-0.571, -2.771, 1.041], [0.081, 1.378, -0.430], [-0.670, -0.438, 0.248], [-0.284, -0.307, -0.227], [-0.444, 0.224, -0.218], [0.030, 0.161, 0.052], [0.185, 0.042, 0.234], [0.340, 0.641, -0.397], [-0.257, 0.386, -0.015], [0.084, -0.471, -0.695], [0.089, 0.007, 0.058], [0.016, 0.067, 0.059], [-0.005, -0.190, 0.045], [-0.026, -0.138, 0.032], [-0.196, -0.310, 0.484], [0.457, 0.468, -0.375], [0.158, -0.106, -0.458], [0.022, 0.088, -0.159], [1.177, -0.480, 1.525], [-1.032, 0.077, -0.944], [0.207, -0.672, 0.553], [0.184, -1.594, 0.392], [1.428, 2.488, -0.973], [-1.606, 0.100, -1.555], [1.183, -0.834, 0.882], [0.107, 1.213, -0.100], [-1.137, 0.455, 1.457], [-1.310, 0.202, -1.212], [0.266, 0.662, 0.680], [-0.094, -0.167, -0.204], [0.127, 0.243, -0.170], [0.049, 0.078, 0.070], [-0.017, 0.421, -0.338], [0.122, -0.113, 0.070], [-0.139, -0.080, -0.122], [0.028, -0.447, 0.168], [0.302, -0.180, -0.069], [-1.088, -0.106, -0.204], [0.059, -0.664, -0.558], [0.291, -0.035, 0.438], [0.154, 0.202, 0.389], [0.364, 0.018, -0.056], [-0.019, -0.558, 0.602], [0.238, -0.218, -0.658], [-1.150, 0.337, 0.408], [0.719, -0.763, -1.537], [1.454, -1.490, 2.567], [-1.059, 0.077, 0.320], [-0.428, -0.004, 0.378], [-0.590, 1.665, 0.972], [0.605, 0.496, -2.048], [0.065, 0.214, 0.771], [1.699, 0.423, -2.487], [-0.832, -2.704, 1.667], [-1.341, 0.694, 0.496], [-0.088, 0.592, 0.016], [-0.054, -0.154, 0.278], [0.553, 0.226, -0.520], [-0.089, 0.061, 0.477], [0.132, 0.114, 0.031], [-0.278, -0.720, -1.245], [0.150, 0.286, 0.939], [0.115, -0.099, -0.385], [0.190, 0.145, 0.042], [-0.499, -0.343, -0.123], [0.418, 0.051, -0.061], [0.145, 0.032, -0.381], [-0.363, 0.073, -0.026], [0.166, 0.333, -0.143], [0.492, 0.472, -0.411], [-1.010, 0.643, 1.079], [0.825, -1.494, 0.085], [1.381, 1.739, -0.731], [-0.391, -2.248, -1.025], [-0.050, -0.512, -0.701], [-3.206, -0.028, 1.254], [0.214, 1.471, -0.058], [1.390, -0.394, -0.119], [0.963, 0.253, 1.695], [-1.789, -0.264, -1.744], [0.510, -0.335, -0.238], [0.116, 0.611, -0.631], [0.686, -0.430, 0.188], [0.023, 0.153, -0.392], [0.186, 0.465, 0.280], [-0.043, 0.044, -0.857], [0.352, 0.424, -0.125], [-0.101, -0.095, -0.369], [-0.149, -0.283, 0.300], [0.171, 0.230, 0.462], [-0.614, -0.199, -0.063], [0.628, 0.070, 0.388], [-0.175, 0.051, -0.029], [0.400, 0.128, 0.507], [0.151, 0.752, 0.473], [-0.477, -0.920, 0.374], [-0.429, 1.013, 1.075], [-1.122, -0.723, -1.687], [0.521, -1.277, 1.693], [0.722, 0.321, -1.003], [-0.687, 0.603, -0.866], [0.594, 0.811, -1.440], [-1.274, -1.079, 2.378], [-0.004, 0.460, -0.531], [-0.660, 0.736, 0.129], [-0.099, -1.652, 1.365], [0.528, 0.042, -0.834], [-0.126, -0.153, 0.406], [0.374, -0.416, -0.520], [0.114, -0.050, 0.105], [0.528, -0.226, -0.106], [0.571, -0.022, 0.398], [0.465, 0.262, -0.096], [0.025, 0.155, -0.766], [-0.128, -0.047, 0.421], [0.333, -0.120, 0.262], [-0.096, 0.038, -0.138], [-0.131, 0.332, 0.141], [0.312, 0.665, -0.354], [-0.480, 0.406, -0.171], [-0.229, -0.057, -0.186], [0.440, -0.121, 0.348], [-0.732, 0.318, -0.328], [0.272, -1.799, 0.889], [0.725, 1.582, -3.159], [0.781, 0.918, 0.711], [0.820, -2.330, 0.076], [0.609, -0.069, 2.685], [1.967, 0.890, -2.958], [-1.380, 0.236, -0.773], [-1.726, -0.291, 0.542], [-0.539, 0.626, -0.265], [-0.677, 0.355, -0.003], [0.064, 0.108, -0.149], [0.008, 0.038, 0.134], [0.239, 0.118, -0.315], [-0.527, 0.242, 0.633], [-0.118, 0.560, -0.828], [0.097, -0.699, 0.453], [0.119, 0.298, 0.387], [0.388, -0.246, 0.550], [-0.703, 0.406, -0.159], [-0.212, -0.238, 1.192], [0.174, 0.041, -0.023], [-0.131, -0.498, 0.308], [0.307, -0.258, 0.121], [-0.063, -0.266, 0.205], [0.407, -0.082, -0.003], [-0.247, 0.718, -0.491], [0.065, -0.780, -0.225], [0.674, 1.226, 1.404], [0.130, 0.026, -2.236], [-0.662, -1.352, 0.305], [0.539, 0.660, -2.763], [-0.133, -0.351, 3.026], [-0.377, 0.740, -1.717], [-0.731, -0.874, 2.103], [1.479, 0.476, 0.180], [-1.028, 0.492, -0.277], [-0.469, -0.417, 0.260], [0.177, -0.281, 0.494], [-0.235, 0.464, -0.273], [0.204, -0.196, -0.405], [0.149, 0.108, 0.306], [0.288, 0.148, -0.513], [0.020, -0.153, 0.300], [0.110, -0.261, 0.418], [0.414, -0.288, 0.137], [-0.396, 0.213, -0.009], [0.061, 0.193, -0.341], [-0.046, -0.613, 0.394], [-0.328, 0.104, -0.561], [-0.066, 0.315, -0.074], [0.413, -0.379, 0.416], [0.255, -0.520, -0.004], [-0.583, -1.688, 2.138], [3.400, 1.010, -2.462], [-0.609, 1.882, -0.659], [-0.089, 1.513, 0.898], [-0.523, -2.006, 0.394], [0.977, 2.649, -0.068], [0.176, -0.832, -0.024], [-0.842, -1.218, -0.931], [-0.696, -0.671, 1.305], [0.762, 0.999, -0.921], [-0.274, -0.139, 0.411], [-0.618, 0.020, -0.202], [0.272, 0.273, -0.402], [0.300, 0.121, 0.290], [-0.380, 0.356, -0.442], [-0.416, -0.325, 0.111], [-0.650, -0.565, 0.486], [0.080, 0.016, -0.035], [0.108, 0.089, 0.033], [-0.475, -0.365, 0.044], [0.016, -0.138, 0.037], [0.299, -0.077, 0.092], [0.338, -0.224, -0.040], [-0.577, -0.149, -0.068], [-0.310, 0.137, -0.056]], "lowdin_charge": [-0.3546, 0.0176, -0.1584, -0.0534, -0.0269, 0.1408, 0.0915, 0.0909, 0.0609, 0.0684, 0.0838, 0.0883, -0.3526, 0.0035, -0.1463, -0.0680, -0.0235, 0.1214, 0.0845, 0.0231, 0.0547, 0.0818, 0.0673, 0.0708, -1.4447, 0.5330, 0.7208, 0.5961, -0.0622, -0.0839, -0.3210, -0.1538, 0.5305, -0.2369, -0.1863, -0.2975, -0.0653, -0.1950, -0.2847, -0.0465, 0.0913, 0.0882, 0.0565, 0.1131, 0.1265, 0.0832, 0.1217, 0.0853, 0.0697, 0.0560, 0.1130, 0.1076, 0.0834, 0.0596, 0.0839, -0.0401, -0.2186, -0.2114, 0.5160, -0.2552, -0.1823, -0.2794, -0.0683, -0.2161, -0.2434, -0.0789, 0.0757, 0.0370, 0.0655, 0.1042, 0.1171, 0.1155, 0.1118, 0.0722, 0.0748, 0.0786, 0.1150, 0.1125, 0.0792, 0.0495, 0.0655, -0.0917, -0.2351, -0.2334, 0.5205, -0.2719, -0.2055, -0.2769, -0.0477, -0.1933, -0.2438, -0.0487, 0.0012, 0.0643, 0.0808, 0.1106, 0.1201, 0.0808, 0.1065, 0.0634, 0.0848, 0.0788, 0.1130, 0.1101, 0.0707, 0.0606, 0.0604, -0.0747, -0.2873, -0.1881, 0.5536, -0.2168, -0.2264, -0.2757, -0.0572, -0.1777, -0.2769, -0.0536, 0.0725, 0.0810, 0.0815, 0.1264, 0.0876, 0.1097, 0.1130, 0.0743, 0.0697, 0.0624, 0.0971, 0.0994, 0.0799, 0.0630, 0.0631, -0.0841, -0.2775, -0.1553, 0.4852, -0.2122, -0.1816, -0.2973, -0.0546, -0.1670, -0.2773, -0.0687, 0.0596, 0.0696, 0.0697, 0.1085, 0.1112, 0.1029, 0.1148, 0.0727, 0.0787, 0.0752, 0.0953, 0.1198, 0.0704, 0.0738, 0.0748, -0.0936, -0.2653, -0.2055, 0.5673, -0.2515, -0.2053, -0.2618, -0.0585, -0.2169, -0.2433, -0.0863, 0.0763, 0.0277, 0.0324, 0.0812, 0.1002, 0.1204, 0.1037, 0.0642, 0.0621, 0.0626, 0.1147, 0.1162, 0.0743, 0.0576, 0.0784, -0.0485, -0.2704, -0.2097, 0.4777, -0.2355, -0.1696, -0.3065, -0.0495, -0.1827, -0.2962, -0.0648, 0.0754, 0.0571, 0.0676, 0.1079, 0.1022, 0.1148, 0.1148, 0.0752, 0.0639, 0.0782, 0.1240, 0.1112, 0.0837, 0.0713, 0.0732, -0.0649, -0.3618, -0.1708, 0.5451, -0.2436, -0.2042, -0.2282, -0.0598, -0.2061, -0.2248, -0.0607, 0.0798, 0.0758, 0.0768, 0.1073, 0.1208, 0.0844, 0.1120, 0.0704, 0.0544, 0.0563, 0.0873, 0.1240, 0.0721, 0.0772, 0.0770], "orbital_gap_ev": 8.79, "energy_ev": -416276.1476}